# 1
Computed, not measured: a cluster of 2 separate species, C2H8S4 in total at a distorted geometry, with ωB97M-V/def2-TZVPD.

As for the LUMO energy (spin up / spin down): 2.87 / 2.86 eV. For the orbital gap (spin up / spin down), the calculation gives 4.1 / 5.9 eV. The total energy comes out at -45544.3936 eV. The spin multiplicity is 2. As for the net charge: -1.

Cartesian coordinates (Å):
1 H 2.29 -3.01 1.38
2 C 2.31 -2.92 0.30
3 H 2.97 -2.05 0.17
4 H -0.38 1.35 -2.87
5 S -1.73 3.13 0.38
6 S 0.63 -2.61 -0.28
7 H 2.72 -3.74 -0.27
8 H 0.00 -0.37 0.50
9 S 0.12 2.01 -0.53
10 S -0.17 -1.48 1.26
11 H -1.40 3.45 1.66
12 H -1.22 0.39 -1.77
13 H 0.61 0.16 -1.97
14 C -0.24 0.84 -1.91

---

# 2
Computed, not measured: the molecule C22H26FN3O2 at a distorted geometry, with ωB97M-V/def2-TZVPD.

As for the LUMO energy: 0.69 eV. For the orbital gap, the calculation gives 8.6 eV. The total energy comes out at -34517.7267 eV.

Cartesian coordinates (Å):
1 C -4.61 -1.15 -0.61
2 C 1.19 -0.87 -0.91
3 N -2.16 -1.28 -0.21
4 H -3.99 -1.91 3.46
5 H 9.32 0.07 1.00
6 H 1.47 -1.85 -1.24
7 H -3.15 -1.06 2.13
8 C -0.33 3.42 -0.14
9 C 6.21 -0.31 0.16
10 H -5.48 -1.80 -0.60
11 H 6.07 -2.16 -0.90
12 H -1.59 -1.81 0.44
13 H 3.59 1.74 0.79
14 H -0.86 5.48 0.07
15 C -4.68 -0.25 -1.84
16 C 4.15 0.89 0.43
17 H -1.09 -1.77 -1.98
18 C -3.36 -2.04 -0.54
19 H 8.27 1.42 0.50
20 C 8.30 0.45 1.00
21 H -1.89 -0.18 -1.96
22 H -2.65 -3.69 0.68
23 H -2.45 0.80 0.26
24 C -0.06 -0.28 -0.88
25 C -2.54 4.20 0.38
26 H -2.48 -2.58 2.79
27 C 4.15 -1.21 -0.73
28 H 7.96 0.56 2.04
29 O -4.22 -2.79 1.68
30 H 6.01 1.58 1.17
31 N 1.47 1.17 -0.10
32 H -3.23 -2.53 -1.53
33 O 7.54 -0.52 0.31
34 C -3.61 -3.18 0.47
35 C 5.51 0.79 0.64
36 C -2.10 1.82 0.19
37 F -4.25 2.61 0.71
38 H 3.65 -1.99 -1.28
39 H -4.65 -0.53 0.29
40 C -3.41 -2.04 2.55
41 C 3.46 -0.10 -0.25
42 H -4.54 -0.84 -2.75
43 C 5.51 -1.31 -0.53
44 C -2.96 2.88 0.42
45 C -1.21 4.45 0.10
46 C -1.33 -0.90 -1.35
47 H -5.66 0.23 -1.89
48 N 2.08 0.04 -0.43
49 H -3.25 4.99 0.56
50 C -0.77 2.09 -0.10
51 C 0.18 1.01 -0.35
52 H 0.71 3.61 -0.35
53 H -3.93 0.53 -1.81
54 H -4.30 -3.90 0.03

---

# 3
Computed, not measured: a structure of composition C35H34BrFIN5O14P2SZr at a distorted geometry, with ωB97M-V/def2-TZVPD.

As for the LUMO energy: -1.64 eV. For the orbital gap, the calculation gives 4.7 eV. The total energy comes out at -184525.6568 eV.

Cartesian coordinates (Å):
1 H -5.83 -0.59 -4.42
2 C -0.63 1.07 6.40
3 C -4.44 0.92 -5.02
4 O 2.20 0.91 -3.66
5 O -1.25 0.54 1.69
6 O 2.91 -2.92 -0.01
7 C -2.99 -4.87 2.68
8 I 1.57 -0.36 2.98
9 C 2.14 -5.28 -4.21
10 H -1.67 -3.96 1.23
11 C -2.67 -2.52 2.44
12 H -4.47 -2.48 -8.89
13 C 1.61 1.84 6.75
14 S -2.89 0.58 -0.74
15 H -3.80 -1.25 3.74
16 C -0.28 -4.14 -5.36
17 H -4.30 2.63 -6.68
18 C 1.81 -3.74 -2.36
19 O -0.01 1.28 -2.42
20 H 3.15 -5.25 -3.80
21 N -2.01 -1.44 1.77
22 C -1.74 -2.30 -3.84
23 C 1.83 -2.45 -0.27
24 H -4.09 -5.60 -6.94
25 C -2.05 -5.28 -7.63
26 H -4.36 -5.47 4.22
27 C -5.03 0.05 -4.09
28 H -5.02 -0.69 -2.09
29 C -3.49 0.79 -2.34
30 P 1.60 1.10 -2.34
31 H -3.64 -4.60 -9.67
32 C -2.21 -2.76 -5.03
33 C -4.85 0.82 -6.43
34 Br 3.81 1.41 5.05
35 O 2.73 1.80 0.70
36 H 3.58 2.23 0.81
37 C 0.20 -3.73 -4.10
38 C -0.25 0.48 5.21
39 C -3.89 -4.64 3.71
40 H -4.54 -3.18 -7.26
41 C -1.46 -3.63 -5.84
42 C -4.01 -3.19 -8.20
43 H -4.89 -3.15 4.90
44 C -2.98 1.72 -3.27
45 O 0.32 2.03 0.17
46 C 2.00 1.24 5.55
47 C -0.51 -2.77 -3.38
48 O -4.61 1.89 -7.23
49 C -4.58 0.00 -2.79
50 H 2.23 -5.07 -5.28
51 N -1.94 -3.94 -7.13
52 P 1.68 2.75 -0.05
53 C -4.18 -3.34 4.10
54 O 1.87 4.15 0.32
55 C 1.50 -6.64 -3.96
56 C -3.52 -5.62 -7.88
57 Zr -0.02 0.01 0.00
58 H 0.46 -6.66 -4.29
59 H -3.64 -6.59 -8.36
60 C 1.20 -2.79 -1.61
61 H -2.21 2.41 -2.94
62 O -1.43 -1.65 0.64
63 C -2.38 -3.81 2.04
64 H -0.97 -0.04 4.59
65 C 1.07 0.56 4.77
66 C -3.58 -2.26 3.46
67 H -0.26 1.89 -3.12
68 N -4.13 -4.58 -8.78
69 H -2.39 -1.93 -7.59
70 C 0.30 1.75 7.17
71 H -2.95 2.47 -5.25
72 H 0.32 -4.79 -5.99
73 H 2.35 2.37 7.34
74 O 1.08 -1.74 0.51
75 H 1.52 -6.87 -2.89
76 N -1.96 -0.32 2.35
77 N 1.40 -4.19 -3.57
78 O -5.37 -0.15 -6.94
79 H -2.30 -1.58 -3.25
80 O -0.58 -1.19 -1.69
81 O 2.04 2.48 -1.63
82 F -3.45 -2.43 -5.45
83 C -3.43 1.78 -4.57
84 C 0.03 -2.18 -2.15
85 H 0.00 2.22 8.10
86 H -5.11 -4.80 -8.97
87 H -1.66 -5.98 -6.90
88 H -2.02 -2.96 -8.96
89 H -1.67 1.00 6.72
90 C -2.53 -2.93 -7.99
91 O 1.70 0.03 -1.24
92 H 2.05 -7.42 -4.49
93 H -1.49 -5.40 -8.56
94 H -2.76 -5.89 2.38
95 H 2.73 -4.17 -1.99

---

# 4
Computed, not measured: a cluster of 2 separate species, C2H8N2O in total at a distorted geometry, with ωB97M-V/def2-TZVPD.

As for the LUMO energy (spin up / spin down): 4.33 / 4.21 eV. For the orbital gap (spin up / spin down), the calculation gives 3.0 / 7.4 eV. The total energy comes out at -7229.0927 eV. The spin multiplicity is 2. As for the net charge: -1.

Cartesian coordinates (Å):
1 H -2.10 1.25 -0.91
2 O 2.22 -2.08 -0.89
3 H 0.10 -1.17 2.48
4 C -0.51 -0.08 1.02
5 H -1.09 0.62 1.60
6 N 0.07 -1.21 1.47
7 H -0.59 2.00 -1.61
8 C -1.02 1.46 -0.77
9 H 0.28 -0.09 -1.04
10 H -1.11 2.20 0.06
11 H 2.69 -1.26 -0.71
12 H 1.42 -1.90 -0.37
13 N -0.35 0.26 -0.34

---

Ordered ΔE to the lowest compared entry with this formula, charge and spin results: 0.400; 2.968; 1.336; 1.721; unit eV.